{"formula": "CH3ClFOP", "method": "the ωB97M-V functional and the def2-TZVPD basis", "total_charge": 0, "de_lowest_kj_mol": 575.8, "homo_lumo_gap_ev": [5.91, 6.55], "e_homo_ev": [-8.84, -9.31], "elements": ["C", "O", "F", "P", "Cl", "H", "H", "H"], "xyz": [[0.868, 0.595, 0.037], [0.347, -0.662, -0.022], [-1.980, 1.398, 0.297], [-0.899, -1.323, -0.817], [-1.125, -2.926, 0.263], [1.454, 0.835, -0.916], [1.365, 0.700, 0.921], [-0.030, 1.382, 0.236]], "atomic_forces_ev_per_a": [[-2.0, 4.6, -2.7], [-2.8, -4.0, -1.1], [0.6, -1.2, -0.5], [1.8, 3.3, 1.3], [-0.2, -0.7, 0.4], [-0.7, -0.2, 1.5], [2.2, -0.2, 2.0], [1.2, -1.7, -1.1]], "nbo_charge": [-0.317, -0.759, -0.791, 1.369, -0.201, 0.189, 0.197, 0.311]}